Here is a molecular structure, C24H35N6SW from the OMol25 dataset. Energies are from ωB97M-V/def2-TZVPD.

The geometry in ORCA input format:
```
! RIJCOSX wB97M-V def2-TZVPD def2/J DEFGRID3
* xyz 1 1
H -3.158 -0.233 0.673
N -0.773 1.915 -0.531
H -4.567 0.576 1.376
H -1.490 1.002 2.001
H -0.451 -3.278 -1.569
H 1.707 -1.945 2.214
H 1.306 -4.805 0.751
H -0.834 -4.716 4.537
C 2.840 -0.867 -0.522
C 1.801 -2.891 2.745
N -0.742 -1.355 1.467
C -2.433 -1.925 -1.325
H -0.458 -4.778 0.879
C -0.695 -3.171 3.075
C -3.124 -0.147 2.824
H 3.118 -0.226 0.303
H -3.869 0.020 3.604
C -2.956 -2.114 4.314
H 0.436 -3.314 0.406
N 0.859 3.892 1.780
C -1.283 -3.804 4.161
C 2.225 -2.542 -2.639
H 4.890 -1.209 -1.044
C -2.409 -3.294 4.780
H -2.508 4.550 -0.545
H -1.754 -0.818 -3.581
H -3.178 -1.162 -1.113
C -1.319 -0.327 -2.706
H 1.473 4.111 2.548
H 2.703 -3.390 2.385
H 1.976 -3.203 -3.462
H -1.791 1.958 -0.535
H 1.927 -2.682 3.809
S 1.297 1.171 1.595
H 0.735 -4.697 3.084
C -0.549 4.303 0.262
H -3.828 -1.702 4.809
C 1.486 -1.124 -0.789
C 0.576 -3.780 2.510
H -2.006 0.461 -2.395
H -1.195 4.802 -1.711
C -0.213 -2.359 -2.107
H -0.410 -2.546 -3.168
C -2.421 -1.436 3.226
C 0.450 -4.194 1.044
C 3.857 -1.425 -1.284
C -1.285 -1.983 2.580
H -0.447 2.049 -1.488
W -0.183 -0.270 0.234
H -2.848 -3.804 5.628
C 3.550 -2.263 -2.348
C 0.632 2.684 1.267
C 1.215 -1.981 -1.867
H 4.341 -2.698 -2.944
H -2.765 -2.502 -2.194
H -2.338 -2.581 -0.463
H -0.356 0.095 -3.000
H -1.682 1.222 3.738
H -2.832 1.988 2.624
N -1.126 -1.293 -1.609
C -3.874 -0.261 1.496
N 0.142 4.889 1.177
N -0.274 2.941 0.283
C -1.500 4.948 -0.673
H -4.441 -1.189 1.430
H -1.520 6.014 -0.464
C -2.229 1.093 2.804
*
```

## Properties
Maximum force, eV Å⁻¹: 0.653
Highest occupied orbital energy, eV: -9.71
Gap between HOMO and LUMO, Eh: 0.252
ΔE to the lowest compared entry with this formula, charge and spin, kJ/mol: 37.1

Results of the natural (NBO) charge analysis, in e, for atoms 1 through 4: atom 1 (H): 0.18, atom 2 (N): -0.63, atom 3 (H): 0.21, atom 4 (H): 0.16

=====

Here is 2 unconnected molecules or ions with the total composition H5NS2 from the OMol25 dataset. Energies are from ωB97M-V/def2-TZVPD.

The geometry in ORCA input format:
```
! RIJCOSX wB97M-V def2-TZVPD def2/J DEFGRID3
* xyz 0 1
H -3.045 0.247 1.854
H -1.980 1.034 0.754
N -2.794 0.421 0.888
H 3.696 -0.481 0.299
H 1.350 -0.731 -1.226
H -3.622 0.686 0.453
S 2.381 -0.399 -2.015
S 4.013 -0.777 -1.006
*
```

## Properties
Maximum force, eV Å⁻¹: 3.157
SMILES: SS.N
Highest occupied orbital energy, eV: -8.50
Gap between HOMO and LUMO, Eh: 0.332
ΔE to the lowest compared entry with this formula, charge and spin, kJ/mol: 58.5

Results of the natural (NBO) charge analysis, in e, for atoms 1 through 4: atom 1 (H): 0.36, atom 2 (H): 0.37, atom 3 (N): -1.09, atom 4 (H): 0.14

=====

Here is a molecular structure, C26H50LaOP2Si from the OMol25 dataset. Energies are from ωB97M-V/def2-TZVPD.

The geometry in ORCA input format:
```
! RIJCOSX wB97M-V def2-TZVPD def2/J DEFGRID3
* xyz 1 1
C -0.411 0.738 -0.454
C 4.679 1.177 -1.797
H 1.464 0.804 1.642
C -1.758 -1.330 -3.261
H 2.121 2.391 -1.637
H 0.263 2.168 -4.103
C -1.193 -0.358 -0.926
Si 0.101 -4.795 -0.242
H -2.065 -3.581 -0.785
C -0.308 -4.351 1.548
H 4.283 2.798 2.988
C 4.411 2.053 3.797
H 0.600 -4.143 2.125
H -3.126 -1.270 -0.804
H 3.396 2.027 0.857
H 4.996 2.534 4.597
H 4.790 1.822 -0.904
C 5.251 0.873 3.221
H 0.040 -7.294 -0.100
C -0.977 -0.476 -2.331
C -2.266 -1.033 -0.157
P 4.944 -1.110 0.857
H -1.663 -0.955 -4.289
H 0.857 3.128 -0.621
C 2.320 0.608 4.208
H 1.704 -6.675 -0.235
H -2.218 -5.318 -1.037
H -2.622 -0.389 0.660
H 2.713 2.471 5.078
H -0.910 0.768 1.626
H 3.336 -2.406 -0.301
C 4.045 -1.577 -0.614
C -1.534 -4.463 -1.169
C 3.170 -1.003 -3.143
H 7.188 -1.947 0.530
H -1.425 -2.380 -3.257
H 2.436 -0.481 0.933
H 6.324 1.145 3.253
H -0.845 0.915 -4.683
H 4.119 -3.024 2.151
H 5.882 -3.090 1.796
C 0.272 1.299 -1.562
C -0.091 0.576 -2.725
H 1.781 -1.243 3.184
H 5.119 -0.032 3.815
H 5.296 -2.021 3.076
H 2.988 -2.105 -3.050
H 7.163 -0.157 0.497
La 1.452 -1.687 -1.197
C 4.839 0.626 1.721
C -0.641 1.461 0.819
H 4.762 -2.065 -1.286
H -1.465 2.193 0.711
H 2.400 -0.485 -3.732
C 6.646 -1.064 0.158
O 1.325 -3.796 -0.813
H -2.829 -1.323 -2.998
P 3.382 -0.060 -1.558
H 0.250 2.022 1.129
H 5.567 1.184 1.118
H -0.954 -3.462 1.607
C 1.035 2.569 -1.550
H 0.908 0.600 -4.639
H 4.169 -0.870 -3.569
C 5.048 -2.434 2.092
C 2.423 0.289 1.765
C 2.534 -0.429 3.131
H 0.724 3.201 -2.399
H -0.848 -5.158 2.061
H 4.432 1.862 -2.633
H 1.436 0.432 4.849
H 3.512 -0.926 3.246
H -1.927 -1.972 0.303
H 5.664 0.725 -2.005
C 3.070 1.705 4.383
H 6.635 -1.085 -0.944
H -1.368 -4.323 -2.247
C 0.078 1.084 -4.109
H 0.659 -6.725 -1.665
C 3.527 1.249 1.605
C 0.672 -6.538 -0.582
*
```

## Properties
Maximum force, eV Å⁻¹: 7.348
Highest occupied orbital energy (alpha / beta), eV: -8.26 / -8.26
Gap between HOMO and LUMO (alpha / beta), Eh: 0.191 / 0.191
ΔE to the lowest compared entry with this formula, charge and spin, kJ/mol: 447.3

Results of the Löwdin charge analysis, in e, for atoms 1 through 4: atom 1 (C): -0.29, atom 2 (C): -0.24, atom 3 (H): 0.08, atom 4 (C): -0.04

=====

Here is a molecular structure, C16H26BCl2CsF6IN7Na2O12S2 from the OMol25 dataset. Energies are from ωB97M-V/def2-TZVPD.

The geometry in ORCA input format:
```
! RIJCOSX wB97M-V def2-TZVPD def2/J DEFGRID3
* xyz 0 1
C -4.202 -4.258 6.020
O -2.127 -2.407 3.007
O 1.378 -0.245 -2.899
S -0.705 2.586 5.931
F 1.031 2.948 -5.256
F 1.625 2.580 0.473
O -5.000 -3.663 5.318
H 1.528 -0.522 -7.912
H 5.124 -2.465 -7.718
H 0.983 -2.906 0.517
F 1.710 2.476 -3.059
Cl 6.403 -3.845 -6.745
H -2.430 2.991 8.240
F 3.399 2.047 -1.793
I -3.324 3.491 -2.218
F 0.466 3.683 -1.006
H -2.349 -5.224 6.089
F 2.578 4.075 -0.749
C 3.607 -0.898 -9.322
C 0.095 0.137 -0.667
H 2.656 -0.573 -9.763
C 2.036 2.050 -1.831
H -4.229 -1.112 1.240
H -2.011 -0.235 4.666
C -0.316 2.547 8.388
C 2.340 -0.835 -7.259
C 1.602 3.064 -0.743
O 2.628 -0.359 -0.919
C -1.466 3.489 8.111
N -3.919 -0.101 1.212
H 5.555 -0.745 -7.497
C 1.711 -2.283 1.078
Cs -3.029 -1.573 -1.150
H -0.497 1.915 9.253
N -3.023 -4.732 5.535
O 0.959 1.223 -5.383
H 1.526 0.892 -4.646
H 2.520 -0.059 -6.520
N -1.171 0.571 -1.215
C -1.288 -0.536 1.463
C 4.772 -1.491 -7.323
B -1.533 -1.122 2.903
N -4.428 -4.497 7.349
H 0.621 3.090 8.525
N 3.557 -1.064 -8.019
O 0.420 3.034 5.197
H 2.058 -0.160 1.297
H -4.601 0.399 0.638
Cl -5.818 0.992 -4.318
O -1.760 1.864 5.316
O 2.796 -2.687 1.360
H -2.832 -4.570 4.563
H -2.982 -2.256 3.440
C 0.042 -0.428 0.757
O -1.323 3.832 6.727
S 1.490 0.264 -1.540
H -1.435 4.381 8.730
O -0.204 1.751 7.202
C 1.258 -0.875 1.508
H 1.134 -0.881 2.596
C -1.169 1.158 -2.649
H 2.057 -1.759 -6.753
O -3.383 0.980 -3.821
C -2.515 0.003 0.609
H -5.290 -4.160 7.734
C -2.679 1.613 -3.078
H -0.912 0.405 -3.395
N -2.385 0.539 -0.676
Na 2.937 5.771 -2.186
Na 6.729 -1.644 -10.002
H 4.589 -1.587 -6.260
H -0.668 0.388 3.963
H -3.786 -4.985 7.944
O 4.617 -1.084 -10.024
H -0.564 2.063 -2.711
N -1.183 -0.464 4.129
*
```

## Properties
Maximum force, eV Å⁻¹: 9.656
Highest occupied orbital energy, eV: -5.22
Gap between HOMO and LUMO, Eh: 0.081

Results of the Löwdin charge analysis, in e, for atoms 1 through 4: atom 1 (C): -0.69, atom 2 (O): 0.08, atom 3 (O): -0.30, atom 4 (S): 0.61

=====

Copy entry 4 word for word.
Here is a molecular structure, C16H26BCl2CsF6IN7Na2O12S2 from the OMol25 dataset. Energies are from ωB97M-V/def2-TZVPD.

The geometry in ORCA input format:
```
! RIJCOSX wB97M-V def2-TZVPD def2/J DEFGRID3
* xyz 0 1
C -4.202 -4.258 6.020
O -2.127 -2.407 3.007
O 1.378 -0.245 -2.899
S -0.705 2.586 5.931
F 1.031 2.948 -5.256
F 1.625 2.580 0.473
O -5.000 -3.663 5.318
H 1.528 -0.522 -7.912
H 5.124 -2.465 -7.718
H 0.983 -2.906 0.517
F 1.710 2.476 -3.059
Cl 6.403 -3.845 -6.745
H -2.430 2.991 8.240
F 3.399 2.047 -1.793
I -3.324 3.491 -2.218
F 0.466 3.683 -1.006
H -2.349 -5.224 6.089
F 2.578 4.075 -0.749
C 3.607 -0.898 -9.322
C 0.095 0.137 -0.667
H 2.656 -0.573 -9.763
C 2.036 2.050 -1.831
H -4.229 -1.112 1.240
H -2.011 -0.235 4.666
C -0.316 2.547 8.388
C 2.340 -0.835 -7.259
C 1.602 3.064 -0.743
O 2.628 -0.359 -0.919
C -1.466 3.489 8.111
N -3.919 -0.101 1.212
H 5.555 -0.745 -7.497
C 1.711 -2.283 1.078
Cs -3.029 -1.573 -1.150
H -0.497 1.915 9.253
N -3.023 -4.732 5.535
O 0.959 1.223 -5.383
H 1.526 0.892 -4.646
H 2.520 -0.059 -6.520
N -1.171 0.571 -1.215
C -1.288 -0.536 1.463
C 4.772 -1.491 -7.323
B -1.533 -1.122 2.903
N -4.428 -4.497 7.349
H 0.621 3.090 8.525
N 3.557 -1.064 -8.019
O 0.420 3.034 5.197
H 2.058 -0.160 1.297
H -4.601 0.399 0.638
Cl -5.818 0.992 -4.318
O -1.760 1.864 5.316
O 2.796 -2.687 1.360
H -2.832 -4.570 4.563
H -2.982 -2.256 3.440
C 0.042 -0.428 0.757
O -1.323 3.832 6.727
S 1.490 0.264 -1.540
H -1.435 4.381 8.730
O -0.204 1.751 7.202
C 1.258 -0.875 1.508
H 1.134 -0.881 2.596
C -1.169 1.158 -2.649
H 2.057 -1.759 -6.753
O -3.383 0.980 -3.821
C -2.515 0.003 0.609
H -5.290 -4.160 7.734
C -2.679 1.613 -3.078
H -0.912 0.405 -3.395
N -2.385 0.539 -0.676
Na 2.937 5.771 -2.186
Na 6.729 -1.644 -10.002
H 4.589 -1.587 -6.260
H -0.668 0.388 3.963
H -3.786 -4.985 7.944
O 4.617 -1.084 -10.024
H -0.564 2.063 -2.711
N -1.183 -0.464 4.129
*
```

## Properties
Maximum force, eV Å⁻¹: 9.656
Highest occupied orbital energy, eV: -5.22
Gap between HOMO and LUMO, Eh: 0.081

Results of the Löwdin charge analysis, in e, for atoms 1 through 4: atom 1 (C): -0.69, atom 2 (O): 0.08, atom 3 (O): -0.30, atom 4 (S): 0.61

=====

- Which of these has the lowest maximum force?
  C24H35N6SW

=====

- Which of these has the lowest maximum force?
  C24H35N6SW

=====

- Which formula does entry 3 have?
  C26H50LaOP2Si